Entry from the Open Molecules 2025 dataset: a cluster of 8 separate species, C21H62N10O9 in total at a distorted geometry (ωB97M-V/def2-TZVPD).

* HOMO-LUMO gap: 8.997 eV
* total charge: 0
* 2S+1: 1
* HOMO: -9.10 eV
* SMILES string: COC[C@H](C)N.COC[C@H](C)N.COC[C@H](C)N.COC[C@H](C)N.NC(N)=O.NC(N)=O.NC(N)=O.OCCO
* energy above the lowest of the compared OMol25 structures with the same formula, charge and spin: 480.67 kJ/mol

Last column: Löwdin charge in e.
CARTESIAN COORDINATES (ANGSTROEM)
C 4.347 -6.923 6.260  -0.077
C 3.946 -5.536 6.730  -0.428
C 2.848 -5.588 7.823  -0.185
O 2.329 -4.317 8.198  -0.191
C 1.289 -4.342 9.114  -0.134
N 5.220 -4.872 7.074  0.020
H 3.513 -7.405 5.750  0.073
H 4.583 -7.556 7.116  0.084
H 5.124 -7.010 5.500  0.077
H 3.589 -4.876 5.939  0.130
H 3.298 -5.985 8.733  0.129
H 2.071 -6.243 7.430  0.121
H 0.618 -5.101 8.712  0.082
H 0.685 -3.444 9.246  0.086
H 1.608 -4.580 10.129  0.086
H 5.723 -4.922 6.199  0.061
H 5.064 -3.896 7.282  0.065
C 4.158 11.286 -4.464  -0.051
C 2.760 11.095 -3.888  -0.498
C 2.630 10.100 -2.705  -0.208
O 3.068 8.774 -2.867  -0.182
C 2.379 8.009 -3.903  -0.078
N 2.221 12.349 -3.560  0.035
H 4.655 12.129 -3.983  0.070
H 3.973 11.678 -5.464  0.077
H 4.814 10.417 -4.512  0.081
H 2.131 10.764 -4.714  0.124
H 1.589 10.159 -2.389  0.116
H 3.258 10.604 -1.970  0.126
H 2.774 6.996 -3.837  0.084
H 2.381 8.357 -4.937  0.079
H 1.339 7.931 -3.586  0.080
H 1.782 12.683 -4.406  0.080
H 3.013 12.962 -3.440  0.065
C -2.903 -3.941 -5.788  -0.053
C -2.834 -3.225 -7.198  -0.440
C -1.616 -2.281 -7.330  -0.174
O -1.688 -0.898 -6.896  -0.184
C -2.387 -0.114 -7.844  -0.109
N -2.850 -4.218 -8.247  0.018
H -3.779 -4.430 -5.363  0.063
H -2.672 -3.171 -5.051  0.069
H -2.157 -4.733 -5.860  0.071
H -3.801 -2.736 -7.315  0.117
H -1.424 -2.347 -8.400  0.103
H -0.736 -2.765 -6.905  0.131
H -2.399 0.932 -7.538  0.093
H -3.296 -0.700 -7.975  0.077
H -1.895 -0.133 -8.816  0.080
H -3.848 -4.365 -8.296  0.075
H -2.617 -3.825 -9.148  0.064
C -5.187 -3.144 2.376  -0.049
C -4.967 -2.582 3.826  -0.460
C -4.281 -3.709 4.641  -0.247
O -5.066 -4.828 4.771  -0.202
C -6.083 -4.852 5.830  -0.049
N -4.173 -1.432 3.811  0.022
H -5.885 -3.967 2.534  0.067
H -4.331 -3.599 1.877  0.075
H -5.561 -2.469 1.607  0.066
H -5.926 -2.308 4.266  0.129
H -4.029 -3.260 5.602  0.111
H -3.297 -4.082 4.360  0.134
H -6.684 -3.947 5.926  0.077
H -5.478 -4.933 6.733  0.083
H -6.719 -5.706 5.595  0.089
H -4.245 -1.186 4.788  0.074
H -4.638 -0.731 3.251  0.080
C 5.431 -5.979 -2.492  -0.275
C 5.046 -5.747 -4.033  -0.239
O 5.143 -4.459 -4.588  -0.060
O 4.467 -5.703 -1.568  -0.042
H 6.323 -5.385 -2.296  0.114
H 5.767 -7.014 -2.421  0.111
H 3.990 -5.973 -4.182  0.110
H 5.529 -6.580 -4.543  0.108
H 4.535 -3.924 -4.073  0.083
H 4.321 -4.757 -1.639  0.091
C 1.079 -0.486 -0.895  -0.790
O 2.196 -0.893 -1.298  -0.013
N 0.527 -0.956 0.179  0.159
N 0.371 0.420 -1.452  0.166
H -0.382 -0.644 0.490  0.110
H 1.067 -1.573 0.769  0.122
H 0.761 0.611 -2.364  0.126
H -0.615 0.569 -1.286  0.120
C 1.607 4.175 3.533  -0.860
O 2.311 4.926 4.149  0.046
N 1.086 3.159 4.023  0.181
N 1.324 4.398 2.260  0.157
H 0.390 2.650 3.498  0.124
H 1.490 2.989 4.933  0.140
H 0.798 3.729 1.715  0.097
H 1.653 5.221 1.775  0.115
C -5.139 4.892 0.133  -0.872
O -5.026 3.748 -0.102  0.069
N -5.960 5.624 -0.506  0.166
N -4.437 5.497 1.052  0.171
H -6.159 6.611 -0.432  0.115
H -6.510 5.232 -1.257  0.126
H -3.569 5.149 1.435  0.123
H -4.742 6.460 1.049  0.103


Entry from the Open Molecules 2025 dataset: a structure of composition C21H21IrN7O6S2 (ωB97M-V/def2-TZVPD).

* HOMO-LUMO gap (spin up / spin down): 8.247 / 6.889 eV
* total charge: +2
* ⟨S²⟩: 0.7532
* 2S+1: 2
* HOMO (spin up / spin down): -14.05 / -14.06 eV
* energy above the lowest of the compared OMol25 structures with the same formula, charge and spin: 0.00 kJ/mol

Last column: Löwdin charge in e.
CARTESIAN COORDINATES (ANGSTROEM)
Ir -1.162 0.259 0.162  1.237
C 2.707 -0.746 -2.726  0.012
C 1.266 -1.114 -2.554  -0.432
C 0.517 -1.680 -3.726  0.014
O 0.933 -1.691 -1.400  0.049
C 0.306 0.662 -2.531  -0.462
O 0.898 1.383 -3.258  0.188
O -0.725 0.626 -1.859  -0.083
H 3.276 -1.672 -2.846  0.122
H 3.097 -0.223 -1.851  0.094
H 2.851 -0.133 -3.611  0.101
H 0.958 -2.657 -3.947  0.118
H 0.620 -1.049 -4.605  0.108
H -0.535 -1.828 -3.486  0.101
H 1.648 -1.611 -0.730  0.071
N -3.402 -3.193 -0.100  0.151
C -2.275 -3.907 0.236  -0.019
C -1.256 -3.008 0.301  -0.068
N -1.750 -1.764 0.006  -0.030
C -3.048 -1.905 -0.228  -0.227
C -3.779 -0.693 -0.527  -0.221
N -3.090 0.435 -0.426  -0.079
C -3.910 1.464 -0.813  -0.065
C -5.121 0.934 -1.138  -0.015
N -5.021 -0.426 -0.953  0.152
H -4.325 -3.583 -0.205  0.180
H -2.299 -4.971 0.389  0.135
H -0.217 -3.175 0.521  0.122
H -3.578 2.487 -0.813  0.106
H -6.029 1.399 -1.477  0.137
H -5.759 -1.090 -1.129  0.180
O -1.336 -0.044 2.195  -0.082
C -0.083 -0.120 2.375  -0.494
N 0.625 0.053 1.261  -0.210
S 2.229 -0.179 1.501  0.717
O 2.915 1.062 1.245  -0.277
O 2.669 -1.332 0.757  -0.268
C 2.049 -0.504 3.229  -0.199
C 3.032 -0.789 4.147  0.001
C 2.619 -0.999 5.462  -0.015
C 1.278 -0.920 5.822  -0.017
C 0.296 -0.630 4.879  0.035
C 0.701 -0.423 3.576  -0.121
H 4.075 -0.849 3.869  0.136
H 3.359 -1.228 6.217  0.127
H 0.996 -1.085 6.852  0.125
H -0.748 -0.562 5.154  0.136
S -1.017 2.558 0.652  0.720
C 0.128 3.236 -0.487  -0.695
N 1.449 2.995 -0.303  0.112
C 2.398 3.539 -1.084  -0.003
C 2.017 4.373 -2.098  0.011
C 0.647 4.581 -2.252  -0.046
N -0.273 4.024 -1.468  0.116
H 1.744 2.374 0.456  0.098
H 3.421 3.279 -0.850  0.153
H 2.743 4.842 -2.744  0.129
H 0.271 5.220 -3.042  0.135


Entry from the Open Molecules 2025 dataset: an isolated molecule of C5H9BrSi at a distorted geometry (ωB97M-V/def2-TZVPD).

* HOMO-LUMO gap: 10.164 eV
* total charge: 0
* 2S+1: 1
* HOMO: -9.36 eV
* SMILES string: C#C[Si](C)(C)CBr
* energy above the lowest of the compared OMol25 structures with the same formula, charge and spin: 132.95 kJ/mol

Last column: Löwdin charge in e.
CARTESIAN COORDINATES (ANGSTROEM)
C -0.364 2.793 -1.602  0.056
C -0.157 1.782 -0.995  -0.231
C -1.324 -0.420 1.000  -0.187
C 0.874 -0.893 -1.403  -0.201
C 1.351 0.637 1.352  -0.678
Si 0.141 0.279 -0.131  0.413
Br 2.981 1.414 0.628  0.571
H -0.680 3.478 -2.424  0.058
H -1.168 -1.476 1.172  0.005
H -1.429 0.263 1.892  0.039
H -2.248 -0.306 0.261  0.060
H 0.310 -1.952 -1.301  0.077
H 0.641 -0.586 -2.465  0.042
H 1.948 -1.036 -1.350  0.008
H 0.950 1.259 2.039  -0.029
H 1.544 -0.264 1.840  -0.001


Entry from the Open Molecules 2025 dataset: a structure of composition C22H18BrNOS6Y (ωB97M-V/def2-TZVPD).

* HOMO-LUMO gap: 6.219 eV
* total charge: -1
* 2S+1: 1
* HOMO: -3.92 eV
* energy above the lowest of the compared OMol25 structures with the same formula, charge and spin: 66.38 kJ/mol

Last column: Löwdin charge in e.
CARTESIAN COORDINATES (ANGSTROEM)
Y 0.422 0.565 0.087  0.803
C -2.061 2.405 -2.609  -0.064
C -1.511 1.011 -2.664  -0.335
C -2.258 -0.068 -2.191  -0.117
C -1.749 -1.356 -2.245  -0.142
C -0.489 -1.590 -2.780  -0.105
C 0.246 -0.530 -3.285  -0.134
C -0.261 0.762 -3.227  -0.118
H -2.715 2.523 -1.748  0.043
H -2.638 2.618 -3.509  0.081
H -1.259 3.137 -2.538  0.084
H -3.242 0.105 -1.779  0.102
H -2.339 -2.182 -1.877  0.087
H -0.096 -2.597 -2.815  0.106
H 1.214 -0.701 -3.732  0.097
H 0.320 1.579 -3.632  0.107
O 7.529 -0.396 0.079  -0.095
C 6.335 -0.318 -0.018  -1.073
S 5.494 0.764 -1.121  0.919
C 3.833 0.295 -0.724  -1.192
C 3.700 -0.659 0.226  -1.196
S 2.245 -1.388 0.802  0.404
S 5.200 -1.272 0.937  0.916
S 2.600 1.103 -1.615  0.437
S -2.127 1.316 0.753  0.537
C -1.870 2.718 1.787  -0.693
C -3.013 3.231 2.400  -0.165
C -2.977 4.350 3.207  -0.127
C -1.770 5.004 3.405  -0.127
C -0.626 4.503 2.818  -0.163
C -0.637 3.351 2.029  -0.719
S 0.942 2.806 1.475  0.511
H -3.942 2.711 2.215  0.080
H -3.885 4.715 3.668  0.088
H -1.720 5.896 4.016  0.089
H 0.327 4.995 2.958  0.083
C -0.365 0.889 6.064  -0.040
C -0.529 -0.024 4.894  -0.236
C -1.137 -1.271 4.997  -0.021
C -1.317 -2.046 3.861  -0.090
C -0.868 -1.518 2.666  -0.731
Br -1.137 -2.433 1.012  0.758
N -0.251 -0.359 2.546  -0.083
C -0.077 0.371 3.638  -0.095
H -0.696 0.416 6.983  0.072
H -0.947 1.794 5.905  0.087
H 0.675 1.184 6.168  0.086
H -1.477 -1.636 5.956  0.112
H -1.793 -3.012 3.904  0.100
H 0.435 1.316 3.488  0.070


Entry from the Open Molecules 2025 dataset: a structure of composition C38H49Br2HfNO4S2 at a distorted geometry (ωB97M-V/def2-TZVPD).

* HOMO-LUMO gap: 7.822 eV
* total charge: +2
* 2S+1: 1
* HOMO: -12.98 eV
* energy above the lowest of the compared OMol25 structures with the same formula, charge and spin: 56.70 kJ/mol

Last column: Löwdin charge in e.
CARTESIAN COORDINATES (ANGSTROEM)
Hf -0.016 1.687 -0.272  1.349
C 6.797 -1.490 -1.972  -0.035
C 6.095 -2.040 -0.720  -0.556
C 6.819 -1.541 0.539  -0.038
C 6.176 -3.568 -0.758  -0.055
C 4.655 -1.541 -0.696  -0.148
C 4.395 -0.174 -0.676  -0.057
C 3.087 0.233 -0.654  -0.451
Br 2.680 2.137 -0.659  0.922
C 1.965 -0.598 -0.652  -0.323
O 0.738 -0.046 -0.586  -0.317
C 2.219 -1.980 -0.706  -0.070
C 3.555 -2.389 -0.711  0.037
C 1.164 -3.098 -0.768  -0.523
C 1.280 -3.956 0.501  -0.029
C -0.286 -2.620 -0.878  -0.063
C 1.436 -3.961 -2.012  -0.030
H 7.824 -1.854 -2.005  0.093
H 6.827 -0.399 -1.976  0.080
H 6.287 -1.824 -2.876  0.095
H 7.845 -1.912 0.547  0.093
H 6.319 -1.901 1.440  0.092
H 6.858 -0.451 0.576  0.079
H 7.224 -3.866 -0.790  0.094
H 5.693 -3.972 -1.650  0.091
H 5.729 -4.022 0.129  0.091
H 5.189 0.561 -0.676  0.117
H 3.736 -3.453 -0.733  0.098
H 1.160 -3.342 1.398  0.081
H 2.246 -4.457 0.565  0.086
H 0.504 -4.724 0.504  0.094
H -0.600 -2.050 -0.003  0.068
H -0.939 -3.490 -0.963  0.097
H -0.426 -2.005 -1.768  0.079
H 2.398 -4.468 -1.964  0.082
H 1.422 -3.344 -2.913  0.099
H 0.664 -4.726 -2.109  0.093
O -1.359 2.831 0.880  -0.715
S -2.551 3.466 1.609  1.106
C -3.947 3.318 0.438  -0.270
C -4.475 1.909 0.149  -0.200
C -4.685 1.625 -1.350  -0.186
C -3.413 1.601 -2.197  -0.268
S -2.172 0.305 -1.836  1.112
O -1.758 0.608 -0.377  -0.615
C -3.278 -1.090 -1.655  -0.401
C -3.792 -1.653 -2.816  -0.069
C -4.633 -2.750 -2.717  -0.043
C -4.942 -3.279 -1.470  -0.043
C -4.413 -2.712 -0.319  -0.044
C -3.573 -1.613 -0.408  -0.082
C -3.058 2.354 2.920  -0.378
C -2.697 1.017 2.918  -0.087
C -3.097 0.208 3.970  -0.047
C -3.851 0.740 5.007  -0.042
C -4.213 2.080 4.995  -0.042
C -3.806 2.900 3.955  -0.066
H -3.576 3.815 -0.462  0.090
H -4.710 3.970 0.867  0.108
H -5.426 1.775 0.663  0.132
H -3.799 1.162 0.551  0.067
H -5.341 2.387 -1.778  0.133
H -5.205 0.672 -1.445  0.115
H -2.837 2.523 -2.102  0.070
H -3.646 1.463 -3.255  0.113
H -3.537 -1.240 -3.786  0.122
H -5.043 -3.195 -3.613  0.121
H -5.591 -4.141 -1.398  0.119
H -4.653 -3.128 0.651  0.117
H -3.149 -1.168 0.484  0.101
H -2.131 0.615 2.095  0.077
H -2.823 -0.840 3.976  0.116
H -4.153 0.108 5.831  0.121
H -4.811 2.487 5.799  0.123
H -4.060 3.954 3.949  0.122
C -0.399 4.719 -1.631  -0.053
C -0.307 3.589 -2.657  -0.487
C 0.921 3.799 -3.533  -0.045
O -0.304 2.299 -2.031  -0.396
H -0.681 5.648 -2.125  0.102
H 0.573 4.888 -1.159  0.068
H -1.146 4.511 -0.869  0.043
H -1.185 3.632 -3.310  0.136
H 1.829 3.838 -2.932  0.048
H 0.817 4.745 -4.063  0.097
H 1.014 2.998 -4.266  0.093
Br 1.248 4.051 1.813  0.870
C 1.247 2.351 2.642  -0.694
C 1.733 2.198 3.924  -0.060
C 1.707 0.926 4.473  -0.005
C 1.195 -0.126 3.726  -0.011
C 0.740 0.127 2.449  -0.098
N 0.756 1.355 1.902  -0.096
H 2.121 3.052 4.460  0.120
H 2.092 0.758 5.470  0.130
H 1.156 -1.130 4.124  0.124
H 0.359 -0.666 1.815  0.114


Entry from the Open Molecules 2025 dataset: a cluster of 3 separate species, C27H44F13N3O3 in total at a distorted geometry (ωB97M-V/def2-TZVPD).

* HOMO-LUMO gap: 8.369 eV
* total charge: 0
* 2S+1: 1
* HOMO: -7.96 eV
* SMILES string: CC(=O)N(C)[C@H]1OC(=O)C[C@@H]1CCC(F)(F)C(F)(F)C(F)(F)C(F)(F)C(F)(F)C(F)(F)F.CCN(CC)CC.CCN(CC)CC

Last column: Löwdin charge in e.
CARTESIAN COORDINATES (ANGSTROEM)
C -1.704 2.107 1.385  0.020
C -0.750 1.497 0.367  -0.474
O 0.405 1.570 0.577  0.133
N -1.282 0.833 -0.812  -0.046
C -0.540 1.256 -2.007  -0.048
C -1.180 -0.612 -0.558  -0.227
O -2.193 -0.849 0.469  0.025
C -3.368 -1.230 -0.102  -0.483
O -4.411 -0.852 0.238  0.183
C -3.007 -2.189 -1.270  0.009
C -1.632 -1.568 -1.670  -0.224
C -0.602 -2.482 -2.366  -0.116
C -0.144 -3.695 -1.522  -0.051
C 1.160 -3.498 -0.743  -0.432
F 1.494 -2.177 -0.799  0.103
F 2.190 -4.143 -1.293  0.149
C 1.040 -3.761 0.799  -0.387
F 2.197 -3.376 1.320  0.185
F 0.064 -2.943 1.199  0.165
C 0.782 -5.217 1.197  -0.353
F -0.297 -5.734 0.608  0.165
F 1.799 -5.940 0.720  0.174
C 0.698 -5.540 2.737  -0.366
F -0.009 -6.655 2.881  0.184
F 1.926 -5.841 3.153  0.179
C 0.153 -4.459 3.703  -0.355
F 0.881 -3.363 3.732  0.176
F 0.298 -4.985 4.929  0.160
C -1.376 -4.099 3.578  -0.584
F -1.563 -2.817 3.415  0.206
F -1.988 -4.402 4.708  0.191
F -1.993 -4.765 2.623  0.196
H -1.125 2.742 2.061  0.082
H -2.138 1.307 1.995  0.086
H -2.480 2.716 0.913  0.086
H 0.544 1.367 -1.859  0.093
H -0.689 0.611 -2.877  0.073
H -0.912 2.251 -2.291  0.092
H -0.265 -0.814 0.011  0.144
H -3.719 -1.880 -2.038  0.128
H -3.010 -3.238 -0.975  0.122
H -1.942 -0.930 -2.514  0.129
H 0.221 -1.916 -2.811  0.123
H -1.138 -2.901 -3.230  0.124
H -0.983 -3.980 -0.881  0.108
H 0.013 -4.537 -2.207  0.137
C 3.891 -0.263 7.944  -0.092
C 3.108 -0.512 6.663  -0.276
N 2.994 0.661 5.814  -0.197
C 2.030 0.497 4.737  -0.243
C 2.323 -0.556 3.663  -0.085
C 4.246 1.299 5.443  -0.248
C 5.289 0.457 4.699  -0.084
H 3.459 0.561 8.514  0.079
H 3.865 -1.156 8.570  0.072
H 4.941 -0.038 7.746  0.063
H 2.100 -0.822 6.953  0.117
H 3.557 -1.365 6.133  0.100
H 1.877 1.463 4.247  0.112
H 1.062 0.256 5.190  0.109
H 3.096 -0.224 2.971  0.061
H 1.421 -0.736 3.073  0.062
H 2.625 -1.512 4.093  0.058
H 4.712 1.689 6.353  0.099
H 4.026 2.193 4.853  0.115
H 5.405 -0.538 5.130  0.067
H 6.263 0.948 4.755  0.071
H 5.048 0.352 3.642  0.054
C -2.371 1.918 -5.906  -0.089
C -2.706 3.341 -5.481  -0.276
N -1.583 4.255 -5.580  -0.200
C -1.826 5.532 -4.928  -0.252
C -2.926 6.435 -5.497  -0.087
C -0.935 4.327 -6.880  -0.249
C -1.791 4.729 -8.087  -0.084
H -1.528 1.527 -5.333  0.066
H -3.231 1.269 -5.727  0.073
H -2.132 1.851 -6.968  0.065
H -3.025 3.302 -4.436  0.116
H -3.576 3.687 -6.059  0.100
H -0.890 6.098 -4.898  0.112
H -2.064 5.330 -3.878  0.107
H -2.613 6.922 -6.419  0.054
H -3.157 7.226 -4.780  0.071
H -3.851 5.889 -5.686  0.066
H -0.488 3.352 -7.091  0.100
H -0.079 5.004 -6.811  0.115
H -2.759 4.227 -8.097  0.067
H -1.274 4.452 -9.009  0.072
H -1.956 5.804 -8.129  0.054


Asked for DFT total energy across the records above, the calculation gives -56105.3609 -69330.3278 -83249.2409 -162748.0247 -212935.0954 -74651.6982 eV in order.